1.
{
  "formula": "C36H31BrF5N4OP2Sn",
  "method": "the ωB97M-V functional and the def2-TZVPD basis",
  "elements": ["Sn", "O", "C", "C", "C", "C", "C", "C", "C", "P", "C", "C", "C", "C", "C", "C", "C", "C", "C", "C", "C", "C", "H", "H", "H", "H", "H", "H", "H", "H", "H", "H", "H", "H", "H", "H", "Br", "C", "C", "C", "N", "C", "C", "H", "H", "H", "H", "C", "N", "C", "N", "C", "N", "C", "P", "C", "C", "H", "H", "H", "H", "H", "H", "H", "H", "H", "H", "H", "H", "H", "F", "C", "C", "C", "F", "C", "F", "C", "F", "C", "F"],
  "coordinates": [[0.89006, 1.04475, 0.62146], [0.89064, 0.38125, 4.36418], [0.16320, -0.43144, 4.64195], [-0.73606, -1.42874, 4.97285], [-0.93232, -1.74763, 6.33309], [-1.89001, -2.67901, 6.64895], [-2.63950, -3.25822, 5.62623], [-2.44022, -2.92743, 4.28454], [-1.46245, -2.02771, 3.90488], [-1.19434, -1.49818, 2.14614], [-2.54518, -2.33851, 1.28279], [-3.67775, -1.57814, 0.99139], [-4.77416, -2.16875, 0.37706], [-4.73333, -3.51326, 0.03817], [-3.60032, -4.27277, 0.31197], [-2.50710, -3.69149, 0.93456], [0.28397, -2.46878, 1.67421], [1.19149, -3.02686, 2.56721], [2.33466, -3.67263, 2.10394], [2.57748, -3.77159, 0.74420], [1.67141, -3.22302, -0.15782], [0.54464, -2.56271, 0.30317], [-0.34369, -1.25872, 7.09861], [-2.06690, -2.94802, 7.68067], [-3.39846, -3.98833, 5.87774], [-3.05021, -3.39699, 3.52476], [-3.70401, -0.52513, 1.24935], [-5.65655, -1.58039, 0.16375], [-5.58583, -3.97435, -0.44265], [-3.57332, -5.32069, 0.04443], [-1.63134, -4.28970, 1.15489], [1.01047, -3.00076, 3.63466], [3.02267, -4.11671, 2.81113], [3.45770, -4.28929, 0.38724], [1.83459, -3.34218, -1.22226], [-0.17628, -2.16265, -0.40445], [7.63922, 2.27002, 0.63515], [5.80560, 2.08570, 0.41306], [4.94871, 3.14094, 0.69756], [3.59061, 2.95365, 0.54125], [3.06145, 1.78352, 0.13657], [3.90366, 0.76963, -0.13814], [5.27016, 0.87830, -0.02851], [5.32923, 4.09228, 1.04145], [2.90108, 3.75709, 0.74242], [3.44906, -0.16917, -0.44045], [5.90940, 0.04035, -0.26717], [0.18397, -0.01064, -5.25008], [1.46262, 0.74208, -4.82794], [1.24318, 2.24480, -5.11204], [0.07307, 2.70538, -4.45943], [-1.10572, 1.95032, -4.88399], [-0.94503, 0.52677, -4.58192], [-0.98975, 0.24077, -3.15117], [0.40491, 1.09865, -2.26120], [1.76808, 0.50031, -3.37966], [0.19595, 2.78782, -3.00800], [0.33298, -1.06279, -5.01105], [0.09625, 0.11405, -6.32885], [2.24419, 0.41384, -5.39939], [1.15289, 2.33988, -6.19363], [2.13221, 2.77112, -4.76714], [-1.24848, 2.07728, -5.95682], [-1.98442, 2.33130, -4.36786], [-0.92520, -0.83605, -2.98255], [-1.93862, 0.58265, -2.74123], [1.90542, -0.57252, -3.23391], [2.70650, 0.99859, -3.13165], [1.03974, 3.42236, -2.73047], [-0.70469, 3.24289, -2.59383], [-1.90180, 1.48974, -0.49433], [-1.59377, 2.70182, 0.05663], [-0.32061, 2.88960, 0.55574], [-0.08466, 4.12698, 1.12611], [1.11207, 4.38993, 1.68174], [-1.03696, 5.13002, 1.17496], [-0.76396, 6.29763, 1.72559], [-2.29568, 4.89657, 0.63593], [-3.21422, 5.83540, 0.67208], [-2.58394, 3.66320, 0.06765], [-3.77830, 3.42278, -0.45442]],
  "lumo_energy_ev": -8.7,
  "total_charge": 3
}

2.
{
  "formula": "C5H7NO",
  "method": "the ωB97M-V functional and the def2-TZVPD basis",
  "elements": ["C", "N", "C", "C", "C", "C", "O", "H", "H", "H", "H", "H", "H", "H"],
  "coordinates": [[1.91484, 0.33044, -0.08573], [0.43576, -0.06095, -0.43920], [-0.38258, 0.86286, -1.05779], [-1.61108, 0.74980, -0.48965], [-1.56433, -0.33020, 0.46209], [-0.29535, -0.82216, 0.41358], [0.35684, -1.84301, 1.03128], [2.12908, -0.00667, 0.94075], [1.97277, 1.43613, -0.06924], [1.88976, -0.36297, -0.95438], [0.00994, 1.50314, -1.84207], [-2.45910, 1.37863, -0.70574], [-2.35385, -0.67397, 1.10957], [-0.25812, -2.27113, 1.63763]],
  "smiles": "Cn1cccc1O",
  "lumo_energy_ev": 0.8
}

3.
{
  "formula": "C24H46Cl2N3O7SScSi",
  "method": "the ωB97M-V functional and the def2-TZVPD basis",
  "elements": ["C", "C", "H", "H", "H", "C", "C", "H", "H", "H", "H", "Sc", "Cl", "C", "O", "N", "C", "C", "H", "H", "H", "H", "H", "H", "H", "H", "H", "C", "C", "N", "H", "C", "O", "H", "H", "H", "H", "H", "H", "C", "C", "N", "H", "C", "O", "H", "H", "H", "H", "O", "C", "C", "C", "H", "C", "H", "C", "H", "C", "C", "H", "H", "H", "Si", "Cl", "C", "C", "C", "H", "H", "H", "H", "H", "H", "H", "H", "H", "C", "S", "O", "O", "O", "H", "H", "H"],
  "coordinates": [[-2.80127, -3.08866, -0.78924], [-2.59166, -1.84730, -1.59177], [-3.85887, -3.25277, -0.53173], [-2.22968, -2.96646, 0.14730], [-2.42333, -4.01222, -1.26902], [-3.54209, -1.38662, -2.42917], [-4.93672, -1.90276, -2.51133], [-3.30770, -0.63725, -3.18725], [-5.23082, -2.45192, -1.61285], [-5.05049, -2.58738, -3.36015], [-5.65687, -1.09069, -2.67665], [0.32585, 0.54512, 0.81026], [0.24898, -0.06814, 3.43339], [1.35516, 1.92202, -1.98561], [0.91480, 1.97052, -0.80607], [1.94641, 2.92449, -2.63315], [2.00827, 4.26700, -2.07187], [2.58428, 2.69156, -3.92910], [1.28028, 0.98977, -2.56923], [1.94154, 4.22228, -0.98206], [1.21076, 4.90806, -2.47550], [2.95582, 4.71026, -2.39111], [3.00133, 1.67619, -3.94369], [3.37695, 3.43233, -4.05906], [1.87552, 2.80390, -4.76205], [5.54955, 2.85110, 3.17528], [5.91084, 0.67920, 3.79617], [4.45561, 2.79842, 3.14004], [4.84080, 0.44343, 3.83564], [4.09719, 1.39792, 3.00971], [4.06250, 3.38290, 2.29955], [2.94571, 0.99887, 2.46102], [2.11059, 1.70431, 1.84591], [4.65841, -0.56780, 3.44579], [2.76089, -0.06743, 2.66181], [4.08090, 3.20246, 4.09418], [4.50732, 0.48906, 4.88407], [-3.35286, -0.34465, 0.35065], [-4.45896, 1.28809, -1.65759], [-3.59591, 0.56841, 0.91372], [-4.38503, 2.06849, -0.87748], [-3.32916, 1.73109, 0.07801], [-2.95952, 0.59847, 1.79876], [-2.14551, 2.35242, 0.14086], [-1.25160, 2.00770, 0.96086], [-4.17845, 3.03049, -1.36562], [-2.01026, 3.19776, -0.54864], [-4.65661, 0.56135, 1.18444], [-5.35315, 2.11456, -0.35216], [-1.01565, -0.55560, -0.25819], [-1.22537, -1.20650, -1.47971], [-1.61778, 0.97459, -2.61737], [-0.96539, -0.24683, -2.63442], [-2.30624, 1.15661, -1.79390], [-1.52209, 1.84133, -3.70156], [-0.50829, -2.03650, -1.56420], [-0.17244, -0.61753, -3.71538], [-2.04708, 2.80131, -3.66279], [-0.76882, 1.45440, -4.81122], [-0.07943, 0.23767, -4.81223], [0.30248, -1.59670, -3.67451], [-0.74250, 2.09425, -5.69687], [0.53682, -0.06893, -5.65995], [-0.41525, -2.46058, 3.86475], [-1.47234, -2.25919, 2.03586], [-1.33321, -1.54812, 5.29158], [1.38930, -2.88574, 3.44482], [-0.98958, -4.17431, 4.61761], [-1.94710, -0.73708, 4.87730], [-0.61351, -1.14382, 6.01702], [-2.00385, -2.24460, 5.81258], [-2.04986, -4.15855, 4.91304], [-0.41175, -4.35792, 5.53922], [-0.84520, -5.02859, 3.94199], [1.75450, -2.34046, 2.56199], [1.42232, -3.96056, 3.21837], [2.06452, -2.67900, 4.28606], [3.79768, -2.26091, -0.50498], [2.73253, -0.87908, -0.87775], [3.50131, 0.35245, -0.85127], [2.10326, -1.22985, -2.14332], [1.72540, -0.90509, 0.27677], [4.19465, -2.14435, 0.51008], [4.60415, -2.25054, -1.24931], [3.22405, -3.19362, -0.59838]],
  "lumo_energy_ev": 0.4
}

4.
{
  "formula": "CHFN2O",
  "method": "the ωB97M-V functional and the def2-TZVPD basis",
  "elements": ["C", "N", "N", "O", "F", "H"],
  "coordinates": [[0.34310, 0.32445, 0.59904], [-0.83261, -0.86175, -1.00505], [-0.48091, -0.87043, 0.18312], [0.89791, 0.99999, -0.18755], [0.36063, 0.55536, 1.87459], [-0.28812, -0.14763, -1.46415]],
  "smiles": "[H]/N=N\\C(=O)F",
  "lumo_energy_ev": -0.9
}

5.
{
  "formula": "C4H8O2",
  "method": "the ωB97M-V functional and the def2-TZVPD basis",
  "elements": ["C", "C", "O", "C", "C", "O", "H", "H", "H", "H", "H", "H", "H", "H"],
  "coordinates": [[1.14870, 0.72977, -0.60835], [0.47290, -0.57949, -0.21929], [1.27630, -1.11627, 0.82584], [-0.99284, -0.52237, 0.27932], [-1.82384, 0.72011, 0.09291], [-1.53812, 1.67526, -0.58560], [2.22278, 0.52910, -0.70188], [0.75702, 1.11226, -1.55354], [1.01507, 1.49914, 0.15727], [0.50375, -1.24970, -1.09232], [0.95473, -2.00253, 1.02372], [-0.96870, -0.72887, 1.35472], [-1.59587, -1.33293, -0.15897], [-2.79375, 0.69506, 0.64031]],
  "smiles": "C[C@@H](O)CC=O",
  "lumo_energy_ev": 0.8
}

6.
{
  "formula": "C26H30NOS",
  "method": "the ωB97M-V functional and the def2-TZVPD basis",
  "elements": ["C", "C", "N", "C", "C", "C", "C", "H", "H", "C", "H", "C", "H", "H", "S", "C", "C", "C", "C", "C", "C", "H", "H", "C", "C", "H", "H", "H", "C", "H", "H", "H", "C", "H", "H", "H", "H", "H", "H", "H", "C", "H", "H", "C", "O", "C", "C", "C", "C", "C", "C", "H", "H", "H", "H", "H", "H", "H", "H"],
  "coordinates": [[-0.40353, -0.78375, -2.90543], [0.21524, 0.37554, -2.20574], [-0.55703, 1.30735, -1.60650], [-0.00878, 2.34929, -0.95759], [1.35707, 2.53330, -0.86857], [2.17341, 1.60038, -1.51032], [1.59235, 0.53749, -2.17702], [2.21299, -0.19338, -2.66901], [3.24582, 1.71169, -1.48955], [1.92327, 3.63203, -0.03310], [2.87713, 3.96455, -0.44302], [2.15235, 3.13430, 1.40303], [2.50292, 3.95984, 2.02051], [1.24020, 2.72936, 1.83509], [3.48799, 1.89700, 1.50600], [2.74339, 0.34574, 1.05857], [3.60585, -0.61961, 0.54728], [3.13262, -1.87059, 0.21602], [1.78705, -2.20610, 0.36620], [0.94288, -1.22748, 0.87616], [1.40863, 0.02658, 1.23531], [0.71114, 0.73229, 1.65751], [-0.10443, -1.43038, 1.03503], [1.32306, -3.61345, 0.02936], [2.02106, -4.58919, 0.98787], [1.78198, -4.34087, 2.01942], [1.69068, -5.60633, 0.79205], [3.10022, -4.55234, 0.87078], [-0.18979, -3.79101, 0.18645], [-0.74140, -3.10754, -0.45776], [-0.46471, -4.80583, -0.09065], [-0.49798, -3.63295, 1.21677], [1.70137, -3.95985, -1.41751], [2.77442, -3.90576, -1.57369], [1.38016, -4.97194, -1.65066], [1.21738, -3.27859, -2.11464], [3.83460, -2.59897, -0.15813], [4.65234, -0.38248, 0.43064], [1.23773, 4.48017, 0.00124], [-0.68778, 3.06165, -0.51458], [-1.98790, 1.16843, -1.48256], [-2.35881, 0.34424, -2.08428], [-2.47996, 2.09454, -1.79499], [-2.34234, 0.94468, 0.01879], [-1.51257, 1.20872, 0.85577], [-3.68107, 0.44062, 0.31039], [-3.93791, 0.03396, 1.62654], [-5.18456, -0.43718, 1.98335], [-6.19618, -0.49922, 1.03674], [-5.95622, -0.08881, -0.26751], [-4.70905, 0.37446, -0.63680], [-4.55441, 0.70516, -1.65223], [-6.74887, -0.12902, -0.99840], [-7.17367, -0.86232, 1.31368], [-5.37109, -0.75134, 2.99825], [-3.13951, 0.09435, 2.35059], [-0.93481, -1.42762, -2.20413], [0.37122, -1.37691, -3.38222], [-1.09972, -0.46141, -3.67966]],
  "smiles": "Cc1ccc(CCSc2ccc(C(C)(C)C)cc2)c[n+]1CC(=O)c1ccccc1",
  "lumo_energy_ev": -3.5,
  "total_charge": 1
}